(1)
Computed, not measured: a structure of composition C36H42N2O3S3Sb2V in a non-equilibrium geometry, with the ωB97M-V functional and the def2-TZVPD basis.

Last column: Löwdin charge in e.
Atoms and positions in Å:
Sb -0.99410 1.02678 -2.34458  1.53
Sb -2.84378 -1.91679 -0.42064  1.48
V 0.57839 0.35520 0.32959  0.51
S 2.22929 1.58075 -0.65853  0.59
S 2.48498 0.20843 1.89506  0.61
S 4.93955 1.32239 0.55759  0.60
O -0.26820 1.53644 1.70885  -0.15
O -0.45370 -0.99135 2.16468  -0.21
O 0.84282 -1.57465 0.01860  -0.16
N 2.06359 -3.23595 0.90418  -0.10
N -0.32396 2.19033 3.84966  -0.10
C 2.85852 2.14350 -5.16171  -0.07
C 0.14621 -4.17078 -2.65589  -0.09
C 0.28605 -2.19806 2.24880  -0.11
C -0.76891 -2.71564 -4.32122  -0.07
C 2.40823 -4.09204 2.03353  0.00
C -3.54927 3.31946 -5.04013  -0.07
C -6.84625 -2.53281 -3.22786  -0.08
C -0.33334 1.25118 2.92825  -0.41
C -5.93880 -3.56809 -3.05052  -0.08
C -2.56865 1.53781 -3.72674  -0.34
C 0.11842 -3.72386 -3.96582  -0.08
C 2.01382 3.19603 -4.83927  -0.07
C -1.93562 2.34298 -0.92151  -0.36
C -2.55112 2.84718 -4.20105  -0.13
C -5.51323 -1.14109 -1.79419  -0.15
C 2.61637 0.88261 -4.64076  -0.08
C 0.92466 2.98764 -4.00693  -0.12
C -1.54585 -2.54420 -2.03182  -0.43
C -3.63873 0.72772 -4.08426  -0.13
C -3.14394 0.22126 0.10329  -0.41
C -0.48639 -0.20140 3.33648  -0.10
C 2.97744 -3.25236 -0.23572  0.02
C -4.59290 -2.17009 -1.61832  -0.41
C 1.53332 0.67908 -3.79923  -0.20
C -1.59892 -2.15162 -3.36702  -0.17
C -4.82104 -3.38757 -2.25177  -0.14
C 1.12976 -2.31799 0.99364  -0.46
C -3.22668 1.59291 -0.58027  -0.37
C 3.34962 1.05426 0.61780  -1.70
C -4.59824 2.49152 -5.40812  -0.07
C -0.67597 -3.57977 -1.70432  -0.18
C -4.64574 1.19709 -4.91740  -0.07
C -6.63370 -1.31688 -2.59647  -0.09
C -0.05310 3.58180 3.49103  0.02
C 0.67106 1.72631 -3.47395  -0.44
C -0.41865 1.87588 5.27160  0.00
H 0.79607 -4.99055 -2.37515  0.10
H 0.54284 1.53302 5.65774  0.11
H -4.13707 0.04067 0.53436  0.04
H 3.95553 -2.90008 0.09578  0.11
H -3.74470 -0.27178 -3.69224  0.07
H -6.10298 -4.51999 -3.53878  0.11
H -0.70534 2.78140 5.79932  0.10
H 0.27682 3.63109 2.45903  0.10
H -3.79049 2.23332 0.10833  0.12
H -2.30971 -1.41024 -3.68889  0.05
H -2.19095 3.30865 -1.35815  0.06
H -7.33683 -0.50402 -2.72632  0.11
H -0.95546 4.17782 3.62596  0.11
H -1.33591 2.51827 -0.03095  0.02
H 0.73361 3.95555 4.14437  0.11
H -5.36445 -0.18134 -1.31334  0.08
H -0.82617 -2.37801 -5.34802  0.11
H -2.48118 0.28457 0.97444  0.00
H -3.50519 4.33857 -5.40122  0.11
H -0.65442 -3.96702 -0.68951  0.08
H -1.44902 -0.33062 3.84355  0.15
H -3.85093 1.52321 -1.47445  0.08
H 0.30758 -0.47284 4.03679  0.14
H 1.36236 -0.31536 -3.39397  0.08
H 0.76141 -4.17262 -4.71146  0.11
H 0.91837 -2.21623 3.13751  0.13
H -4.11750 -4.20607 -2.14011  0.10
H -7.71639 -2.67676 -3.85454  0.11
H 2.20405 4.18591 -5.23306  0.11
H 2.59573 -2.60118 -1.01422  0.10
H -0.40724 -3.04681 2.28269  0.15
H 1.51569 -4.40767 2.56933  0.10
H -5.46933 0.54321 -5.17421  0.11
H 3.70721 2.30866 -5.81189  0.11
H 3.27259 0.05654 -4.88134  0.11
H 3.05722 -4.27154 -0.60882  0.10
H 3.09278 -3.57392 2.70854  0.11
H -1.76248 3.53020 -3.91399  0.08
H 0.30237 3.83640 -3.75467  0.09
H -5.37703 2.85812 -6.06357  0.11
H 2.89893 -4.98230 1.64846  0.10
H -1.18530 1.12633 5.45738  0.10

For the relative energy (zero: lowest compared OMol25 entry of this formula, charge and spin), the calculation gives 21.3 kcal per mole. The value obtained for the total energy is -118398.332 eV. Its net charge is +1. As for the expectation value of S²: 2.0426. The spin multiplicity is 3. The calculation puts the HOMO energy (alpha / beta) at -10.1520 / -10.1659 eV.

(2)
Computed, not measured: an isolated molecule of C4H3N7S2 in a non-equilibrium geometry, with the ωB97M-V functional and the def2-TZVPD basis.

Last column: Löwdin charge in e.
Atoms and positions in Å:
S -3.71016 -1.25784 -0.01633  1.05
S 3.77232 -1.30259 -0.04856  1.02
N 0.04987 -0.65421 0.07798  -0.06
N -2.12354 0.70952 -0.01594  -0.01
N 3.61081 1.26632 0.00970  -0.07
N 2.33022 0.83145 0.04726  0.00
N -3.34307 1.29106 -0.02488  -0.01
N -1.03698 -1.45457 0.07926  0.00
N 1.11364 -1.30094 -0.00868  0.00
C 2.25075 -0.47452 -0.00676  -0.67
C -4.26902 0.39023 -0.04769  -0.45
C 4.47473 0.28671 -0.00202  -0.47
C -2.06901 -0.65825 0.03378  -0.62
H 5.55677 0.42801 -0.02705  0.07
H -1.28208 1.24490 -0.00925  0.14
H -5.32525 0.65471 -0.04080  0.08

For the relative energy (zero: lowest compared OMol25 entry of this formula, charge and spin), the calculation gives 1.2 kcal per mole. The value obtained for the total energy is -36294.389 eV. The SMILES is c1nnc(/N=N/N=c2\[nH]ncs2)s1. Its net charge is 0. The calculation puts the HOMO energy at -8.6970 eV.

(3)
Computed, not measured: a structure of composition C55H44As3BaF6N5O2 in a non-equilibrium geometry, with the ωB97M-V functional and the def2-TZVPD basis.

Last column: Löwdin charge in e.
Atoms and positions in Å:
Ba 2.64672 -1.75944 1.92555  1.85
As -5.03467 -0.37820 -0.72430  1.29
As 0.08121 -2.59451 4.29222  0.97
As -1.76911 1.34354 -3.13912  1.31
F -1.31411 -3.28224 3.45151  -0.25
F 0.24172 -1.28713 2.95140  -0.47
F 0.17046 -3.88518 5.50854  -0.25
F -0.97219 -1.60829 5.36358  -0.26
F 1.65587 -1.89106 4.71824  -0.32
F 1.07339 -3.70872 3.12623  -0.41
O 5.86087 0.52075 -1.31190  -0.04
O 3.81007 -5.69422 -0.53196  0.00
N 5.02503 -0.96483 0.33426  -0.01
N 3.04834 1.19969 0.68336  0.05
N 4.89144 -0.61224 3.90817  0.06
N 3.98675 -3.51217 0.31371  -0.08
N 1.10519 -3.47905 0.31089  -0.04
C -2.54476 3.54873 -5.06303  -0.11
C -1.52829 0.69059 -6.04043  -0.13
C 5.04278 0.19704 -0.43213  -0.46
C -3.13164 -0.63841 -4.79061  -0.12
C 2.05758 2.08362 0.60949  -0.17
C 3.42554 1.17658 4.68595  -0.19
C 1.06752 1.22343 4.18892  -0.09
C 4.12806 1.32314 -0.07239  -0.19
C -2.25075 0.49945 -4.86927  -0.41
C 3.47808 3.61807 -0.60189  -0.08
C 1.99720 2.89425 5.71532  -0.10
C 7.11270 -1.77581 -0.53105  -0.05
C -9.07759 2.15697 -1.15321  -0.08
C -0.23515 -5.79985 -0.24756  -0.07
C -6.69144 0.69360 -0.82601  -0.41
C -1.64278 3.12603 -4.00211  -0.41
C -8.78389 1.14578 -2.04596  -0.10
C -0.15366 4.92610 -4.62823  -0.10
C 0.91390 2.25334 5.16041  -0.09
C -0.55506 3.98165 -3.70500  -0.13
C 3.27963 2.32808 5.56108  -0.01
C 1.14832 -5.71924 -0.44152  0.01
C -2.80099 -1.04763 -7.08667  -0.11
C -6.18754 -0.57430 3.44109  -0.08
C 7.91608 -2.80320 -0.84295  -0.14
C 7.16185 0.98482 4.30208  -0.07
C -3.79719 -0.95779 3.29207  -0.04
C 5.28823 -3.35597 0.14733  -0.27
C 6.09998 -1.02636 3.49708  -0.10
C -6.22048 -0.51327 2.03540  -0.15
C -1.75606 -0.12490 -7.18419  -0.08
C 4.71474 0.65078 4.36487  -0.26
C -7.05709 1.65812 0.14328  -0.15
C 7.26053 -0.23767 3.73219  -0.06
C 5.84971 1.50643 4.51763  0.00
C -3.65503 1.72697 -2.45148  -0.41
C -2.22022 4.63668 -5.87813  -0.11
C 7.51913 -4.12867 -0.55115  -0.13
C 2.22842 3.31849 -0.00019  -0.09
C 2.34373 0.65866 3.95808  0.02
C -4.96497 -0.78574 4.08370  -0.07
C 3.33141 -4.64151 -0.12282  -0.48
C -8.27253 2.24448 0.02136  -0.09
C 1.82193 -4.49367 -0.10909  -0.22
C -5.09291 -0.54604 1.29731  -0.42
C -3.58381 -1.23067 -5.93867  -0.10
C -7.56967 0.45865 -1.92944  -0.11
C 6.27472 -4.42319 -0.06149  -0.03
C -0.95542 -4.68555 0.19198  -0.08
C -1.00958 5.29582 -5.68977  -0.10
C -3.80433 1.21510 -0.99589  -0.46
C 4.44503 2.60864 -0.69032  0.00
C -3.89246 -0.78572 1.89111  -0.12
C -0.28091 -3.49493 0.33847  -0.13
C 5.78517 -1.99768 -0.04156  -0.28
H -0.75550 -2.56923 0.69790  0.09
H -0.80630 6.30117 -6.11973  0.11
H -2.83674 0.95203 -0.59147  0.01
H -3.65461 2.84252 -2.53337  0.07
H -3.06457 -1.75999 -7.91617  0.11
H -0.78800 1.48416 -6.09829  0.10
H 8.23499 -0.57124 3.42623  0.10
H 5.71767 2.58377 4.47278  0.11
H -8.67668 2.78390 0.90360  0.11
H -7.09175 -0.68712 4.02824  0.10
H 8.22846 -4.87377 -0.78574  0.07
H -3.49717 -1.03844 -3.87482  0.08
H -2.86064 4.91737 -6.71145  0.10
H 5.50179 2.85190 -0.95721  0.12
H 7.40271 -0.77098 -0.86963  0.10
H -1.96496 -4.78270 0.58474  0.10
H 4.14404 2.64903 6.11825  0.10
H -1.35246 0.20624 -8.19362  0.12
H 5.95553 -5.42271 0.26724  0.10
H -3.45830 2.96648 -5.25212  0.11
H -9.91566 2.79737 -1.28356  0.09
H 8.03083 1.58275 4.47319  0.10
H -4.43803 -1.87896 -5.93074  0.10
H -6.48432 1.76025 1.02836  0.09
H -0.13596 2.61022 5.33833  0.12
H 6.10796 -2.09363 3.23643  0.12
H -7.22849 -0.44940 1.59707  0.11
H -4.21103 2.04532 -0.41718  0.05
H -4.87669 -0.74045 5.14356  0.09
H -0.73328 -6.73793 -0.45252  0.10
H -9.44501 1.04928 -2.83714  0.07
H 0.73699 5.51481 -4.46923  0.09
H 1.13237 1.80054 1.15455  0.11
H 0.17175 0.85855 3.72913  0.07
H 1.73930 -6.61752 -0.75011  0.12
H 3.75636 4.66997 -0.87871  0.11
H 1.84243 3.79751 6.34741  0.11
H -2.96914 -0.74347 1.30946  0.09
H -4.28466 1.24221 -3.10070  0.00
H 0.06065 3.74206 -2.81633  0.09
H 8.87139 -2.62873 -1.25761  0.07
H 1.45654 4.07642 0.04196  0.09
H -2.83579 -1.08317 3.66304  0.05
H -7.20875 -0.08546 -2.79637  0.08

For the relative energy (zero: lowest compared OMol25 entry of this formula, charge and spin), the calculation gives 39.9 kcal per mole. The value obtained for the total energy is -268810.330 eV. Its net charge is -1. As for the expectation value of S²: 0.7623. The spin multiplicity is 2. The calculation puts the HOMO energy (alpha / beta) at -3.4044 / -3.4030 eV.

(4)
Computed, not measured: a structure of composition C36H35InN5O9S2Se, with the ωB97M-V functional and the def2-TZVPD basis.

Last column: Löwdin charge in e.
Atoms and positions in Å:
In 0.24464 -0.03276 1.25791  0.94
Se -0.71635 -2.55059 2.27380  0.97
S 1.99449 1.07345 3.66334  0.61
S -5.27178 -2.22640 -5.62799  0.38
O -0.94069 -3.63932 3.40408  -0.38
O 0.85835 -2.20564 1.91162  -0.45
O -6.01063 -3.19795 -6.40722  -0.37
O -1.54529 -3.02328 0.85644  -0.25
O 0.61697 0.77782 3.98762  -0.30
O -5.87798 -1.86412 -4.36089  -0.38
O -4.73554 -1.10476 -6.38611  -0.37
O -1.26235 -0.99291 2.52277  -0.44
O 2.51295 2.38490 3.94380  -0.28
N -3.16510 -3.88897 -6.06671  0.12
N -0.53231 -1.17520 -0.37381  -0.06
N 1.72481 0.76179 -0.53385  0.08
N -3.22454 -2.79775 -3.97128  0.16
N 2.07932 0.70327 2.09635  -0.17
C 3.20812 0.95280 1.32694  -0.23
C -0.06507 -2.73565 -2.13199  -0.02
C -1.90695 2.01894 -1.33211  -0.17
C -2.00058 -4.41783 -5.72778  -0.13
C 1.48272 0.79020 -1.82354  -0.13
C -1.48100 -2.85729 -2.35413  -0.15
C 3.69944 -2.32698 4.96053  -0.06
C -2.03631 2.10405 -2.83293  -0.02
C 2.98608 1.00353 -0.08776  -0.14
C -2.31595 -2.41771 -1.39374  0.03
C 3.75170 1.30500 -2.34910  0.01
C -3.87124 0.54678 1.58354  -0.03
C 4.05255 1.26935 -0.96897  -0.15
C -1.93565 2.06947 2.96981  -0.05
C 4.60034 -1.86627 5.91227  -0.08
C -2.03821 -3.31034 -3.65320  -0.22
C 0.07126 3.67883 1.45565  -0.02
C -1.36453 -4.15336 -4.52292  -0.01
C 0.34475 -1.88109 -1.17148  -0.18
C -0.90511 2.71920 -0.66571  -0.20
C -1.79351 1.94397 1.46884  -0.22
C 0.06278 3.57815 -1.44166  -0.05
C 4.71441 -0.50773 6.16995  -0.08
C -3.86692 0.46922 -1.40753  -0.03
C -1.75283 -1.83167 -0.17265  -0.33
C -2.83646 1.24193 -0.62194  -0.17
C -3.73254 -3.08908 -5.15963  -0.35
C 3.02672 -0.07721 4.53301  -0.28
C -2.79746 1.22430 0.76816  -0.19
C 5.54230 1.41954 0.90551  -0.06
C -0.84078 2.70169 0.74582  -0.20
C 3.92460 0.39845 5.47639  -0.07
C 4.48224 1.15622 1.79774  0.00
C 2.47522 1.07271 -2.77653  -0.02
C 2.90403 -1.43290 4.26077  -0.03
C 5.34779 1.48184 -0.44357  -0.05
H -1.53977 -5.07910 -6.45645  0.10
H -3.48282 -0.33360 2.09991  0.08
H -2.45954 -1.20484 0.35532  0.10
H 5.21789 -2.57093 6.45463  0.10
H 5.41812 -0.15182 6.91117  0.10
H 3.99630 1.46291 5.65548  0.11
H 6.16849 1.68154 -1.12028  0.11
H 2.20414 -1.78393 3.51462  0.09
H -1.06097 2.49187 3.44868  0.06
H -4.38513 -0.27820 -0.81735  0.07
H 0.66573 -3.20321 -2.77621  0.10
H 4.54466 1.51071 -3.05833  0.12
H -1.64330 3.03829 -3.22347  0.07
H -4.72179 0.24775 0.98073  0.08
H -3.07484 2.03132 -3.14681  0.08
H -0.33464 4.58932 -1.57597  0.10
H -0.41128 4.08822 2.33967  0.09
H -3.38680 -2.45028 -1.53667  0.12
H -2.11070 1.09977 3.43362  0.08
H 0.46654 0.56915 -2.12669  0.11
H -1.51722 1.28095 -3.33470  0.10
H 1.01149 3.24510 1.78336  0.07
H -4.24480 1.21939 2.35528  0.08
H 0.31470 4.51925 0.81161  0.07
H -0.40615 -4.59275 -4.28397  0.10
H -2.79716 2.70512 3.19574  0.10
H 0.25664 3.18011 -2.43748  0.07
H 2.21430 1.08634 -3.82522  0.12
H 4.68352 1.12504 2.85836  0.10
H 1.02374 3.66240 -0.93812  0.08
H -3.41577 -0.06238 -2.24600  0.09
H -4.62481 1.13780 -1.82453  0.10
H 6.53218 1.57484 1.31438  0.11
H 1.40308 -1.69225 -1.03049  0.11
H 3.61105 -3.38658 4.76021  0.11

For the relative energy (zero: lowest compared OMol25 entry of this formula, charge and spin), the calculation gives 2.9 kcal per mole. The value obtained for the total energy is -155969.613 eV. Its net charge is -1. The calculation puts the HOMO energy at -5.3420 eV.